a | A cluster of 3 separate species, C2H9NS in total. Source: the Open Molecules 2025 dataset; level of theory: wB97M-V/def2-TZVPD.

Properties
M, g/mol: 79.17
HOMO, Ha: -0.317
Total charge: 0
HOMO-LUMO gap, eV: 7.4

Cartesian coordinates (Å):
N (-0.65753, -0.32471, -3.69760)
H (0.02522, 0.39897, -3.47088)
H (-1.80868, -1.69338, 6.43640)
H (-0.51065, -1.07523, -3.11368)
H (-1.61528, -0.04768, -3.62896)
C (1.88055, 0.49898, 0.11623)
C (0.40745, 0.42962, 0.26808)
S (0.08568, 1.94850, -0.71891)
H (-2.50364, -1.64246, 6.13734)
H (2.22065, 1.13318, 0.89451)
H (2.50590, 0.02037, -0.53611)
H (0.28817, 0.76275, 1.31528)
H (-0.31783, -0.40893, -0.00171)

---

b | A cluster of 2 separate species, C2H9NS in total. Source: the Open Molecules 2025 dataset; level of theory: wB97M-V/def2-TZVPD.

Properties
SMILES: CCN.S
M, g/mol: 79.17
HOMO, Ha: -0.349
Total charge: 0
HOMO-LUMO gap, eV: 10.4

Cartesian coordinates (Å):
C (-0.71697, 0.31199, -1.79069)
C (-0.61018, -0.28261, -0.41098)
N (0.60096, -1.06358, -0.23595)
H (-1.65888, 0.84067, -1.87429)
H (0.10954, 1.00165, -1.97479)
H (-0.65117, -0.45209, -2.57011)
H (-0.63382, 0.54023, 0.31413)
H (-1.54239, -0.81230, -0.20322)
H (0.56573, -1.90296, -0.80888)
H (0.66466, -1.40913, 0.71487)
S (0.96074, 1.57372, 3.16521)
H (1.75140, 0.63925, 3.71162)
H (1.16038, 1.01515, 1.96307)

---

Of them, b has the highest stability.

---

a | A cluster of 2 separate species, C2H9NS in total. Source: the Open Molecules 2025 dataset; level of theory: wB97M-V/def2-TZVPD.

Properties
M, g/mol: 79.17
HOMO, Ha: -0.229
Total charge: 0
HOMO-LUMO gap, eV: 5.9

Cartesian coordinates (Å):
S (-2.53638, 0.07096, -0.56683)
H (-3.10688, -0.79599, 0.28300)
C (0.19479, 1.09733, 0.75990)
N (0.95111, 0.26843, -0.23505)
C (0.48049, -1.14914, -0.51142)
H (0.89669, 1.73683, 1.30584)
H (-0.36124, 0.47531, 1.44038)
H (-0.49226, 1.72346, 0.21764)
H (0.95467, 0.78227, -1.11732)
H (1.92069, 0.19433, 0.05854)
H (-0.26683, -1.17560, -1.29997)
H (1.37776, -1.72663, -0.72660)
H (-0.01260, -1.50158, 0.39188)

---

b | A cluster of 2 separate species, C2H9NS in total. Source: the Open Molecules 2025 dataset; level of theory: wB97M-V/def2-TZVPD.

Properties
SMILES: CSC.N
M, g/mol: 79.17
HOMO, Ha: -0.315
Total charge: 0
HOMO-LUMO gap, eV: 9.6

Cartesian coordinates (Å):
C (1.60622, -0.70035, 0.60103)
S (-0.04798, -0.53663, -0.09480)
C (0.30440, -0.78713, -1.86236)
H (2.14769, 0.24413, 0.60075)
H (2.24757, -1.44382, 0.14256)
H (1.43720, -0.99963, 1.63613)
H (-0.55638, -1.32416, -2.24449)
H (0.12763, 0.14322, -2.40534)
H (1.28873, -1.19410, -2.02693)
N (-1.86399, 2.17305, 1.26262)
H (-1.59612, 1.20455, 1.37267)
H (-1.64936, 2.71407, 2.08771)
H (-1.29373, 2.47152, 0.47436)

---

Of them, b has the highest stability.

---

a | A cluster of 2 separate species, C2H9NS in total. Source: the Open Molecules 2025 dataset; level of theory: wB97M-V/def2-TZVPD.

Properties
M, g/mol: 79.17
HOMO, Ha: -0.214
Total charge: 0
HOMO-LUMO gap, eV: 5.1

Cartesian coordinates (Å):
S (1.59423, -3.08953, 0.74374)
H (1.39485, -4.14826, 1.63729)
C (-0.06477, 0.37022, 1.02776)
N (-0.82732, 0.31559, -0.35387)
C (-0.10146, 1.22543, -1.31391)
H (0.77769, 1.07036, 1.27340)
H (-0.72085, 0.80870, 1.67708)
H (0.40742, -0.65252, 1.24868)
H (-1.87062, 0.49016, -0.34208)
H (-0.68974, -0.62994, -0.79095)
H (-0.58761, 2.16345, -1.56338)
H (-0.21137, 0.60583, -2.18549)
H (0.89955, 1.47052, -1.05828)

---

b | A structure of composition C2H9NS. Source: the Open Molecules 2025 dataset; level of theory: wB97M-V/def2-TZVPD.

Properties
M, g/mol: 79.17
HOMO, Ha: -0.309
Total charge: 0
HOMO-LUMO gap, eV: 9.3

Cartesian coordinates (Å):
N (-1.32801, 3.05038, -1.02190)
H (-0.99370, 4.00011, -1.17281)
H (4.19497, -0.10812, 1.19763)
H (-2.34767, 3.01728, -1.30760)
H (-1.03843, 2.55828, -1.87901)
C (0.50966, -1.21998, 1.27372)
C (-0.32083, -0.09373, 0.71471)
S (0.28991, -1.26612, -0.49688)
H (3.51914, -0.33034, 1.60018)
H (1.24408, -0.88440, 2.01715)
H (0.22050, -2.20058, 1.36650)
H (0.12544, 0.87100, 0.58834)
H (-1.39985, -0.13567, 0.76247)

---

Of them, b has the highest stability.